{"formula": "C7H10", "method": "the ωB97M-V functional and the def2-TZVPD basis", "species": ["C", "C", "C", "C", "C", "C", "C", "H", "H", "H", "H", "H", "H", "H", "H", "H", "H"], "coordinates": [[0.98453, -0.72841, 1.20488], [1.30105, 0.45313, 0.34045], [1.18962, -0.93677, -0.26938], [-0.01428, -0.48672, -1.12806], [-1.47940, -0.60408, -0.54510], [-1.30819, 0.84963, -0.05786], [0.05944, 0.89090, -0.43678], [1.80495, -1.07300, 1.83015], [0.00746, -0.81387, 1.67411], [2.19192, 1.05678, 0.48008], [1.98970, -1.57788, -0.62838], [0.07774, -0.66192, -2.20135], [-1.54963, -1.36846, 0.23427], [-2.27984, -0.76531, -1.27509], [-2.02604, 1.59738, -0.38128], [-0.85761, 1.85561, 0.90675], [-0.09143, 2.31300, 0.25259]], "forces_ev_per_angstrom": [[-0.082, -0.078, 0.143], [0.174, 0.268, 0.080], [0.125, -0.222, -0.113], [0.057, -0.105, -0.155], [-0.151, -0.132, 0.009], [-0.005, 0.019, -0.201], [-0.145, 0.017, 0.105], [-0.125, 0.047, -0.113], [0.135, 0.000, -0.110], [-0.164, -0.110, 0.008], [-0.123, 0.127, 0.064], [-0.015, 0.032, 0.164], [0.042, 0.093, -0.107], [0.108, 0.015, 0.110], [0.113, -0.072, 0.159], [0.113, 0.154, -0.041], [-0.058, -0.055, -0.002]], "total_charge": 0, "fmax_ev_per_a": 0.3, "e_homo_ev": -8.8558, "gap_ev": 9.3816, "e_lumo_ev": 0.526}